The following is a DFT calculation (the ωB97M-V functional and the def2-TZVPD basis) of one molecule with the formula C3H4N2S in a non-equilibrium geometry.

Results
**Orbital gap**: 9.59 eV
**Relative energy (zero: lowest compared OMol25 entry of this formula, charge and spin)**: 65.6 kcal/mol
**Calculated total energy**: -16988.649 eV
**Molar mass**: 100.1 g/mol
**SMILES**: Sn1cccn1
**HOMO level**: -0.329 Eh
**Strongest force on any atom**: 4.6 eV Å⁻¹

Each atom is followed by the atoms it is bonded to, with distances in Å.
Atoms and positions in Å:
1 S 1.8527 0.0741 0.0930  N2 1.681, H7 1.357
2 N 0.1965 -0.0252 -0.1775  S1 1.681, C3 1.290, N6 1.342
3 C -0.4977 1.0625 -0.1653  N2 1.290, C4 1.414, H8 1.132
4 C -1.8399 0.6902 0.0791  C3 1.414, C5 1.340, H9 1.182
5 C -1.7740 -0.6481 0.0438  C4 1.340, N6 1.406, H10 1.098
6 N -0.4852 -1.1801 -0.1350  N2 1.342, C5 1.406
7 H 2.3037 -1.2000 0.2090  S1 1.357
8 H 0.0990 2.0233 -0.2076  C3 1.132
9 H -2.7766 1.1444 0.6397  C4 1.182
10 H -2.5788 -1.3445 0.3136  C5 1.098